9
Properties=species:S:1:pos:R:3:forces:R:3:lowdin_charge:R:1 method="wB97M-V/def2-TZVPD" total_charge=0 lumo_ev=0.70 e_homo_ev=-9.053 multiplicity=1 e_above_lowest_kcal_mol=69.76
C -0.261 -0.134 0.896 0.168 -1.225 -2.008 0.00
C -0.426 -0.050 -1.316 3.295 0.326 5.592 -0.80
F -1.600 0.400 -1.639 -0.935 -0.590 -0.730 0.07
F -0.136 -1.337 -1.547 -1.208 -0.090 -0.766 0.00
S 0.949 0.971 -1.912 -0.157 -0.759 0.412 0.81
H -1.205 0.204 1.385 0.865 0.074 -0.616 0.01
H -0.193 -1.272 0.989 -0.029 1.632 -0.183 0.03
H 0.700 0.348 1.283 -1.529 -0.424 -0.877 0.03
H 0.067 1.692 -2.534 -0.469 1.056 -0.822 -0.16